Here is 8 unconnected molecules or ions with the total composition C48H107N5O8 at a distorted geometry from OMol25. Energies are from the ωB97M-V functional and the def2-TZVPD basis.

Charge: 0
Max |F| in eV/Å: 2.84
Energy relative to the best compared isomer or geometry (same formula, charge and spin) in kcal per mole: 0.0
HOMO level in Ha: -0.3108
Structure (SMILES): CC1(C)CCCC(C)(C)N1O.CC1(C)CCCC(C)(C)N1O.CC1(C)CCCC(C)(C)N1O.CC1(C)CCCC(C)(C)N1O.CC1(C)CCCC(C)(C)N1O.CC(C)O.O.O
E_tot in Eh: -2768.53854

XYZ file:
```
168
Properties=species:S:1:pos:R:3:forces:R:3
H -26.0279 6.4284 -5.2324 0.061 0.163 0.116
N -30.9946 9.6018 2.1186 0.461 -0.595 -0.205
H -30.9029 0.0270 2.9409 -0.092 0.474 -0.091
C -28.1613 4.7106 -4.7171 -0.946 -0.496 -2.211
H -25.3690 5.4961 -6.6115 -0.001 0.273 -0.229
C -27.1458 3.3980 -6.5941 0.606 1.004 0.249
H -22.6916 3.8418 -5.6229 -0.568 0.071 0.384
H -29.0911 -3.7055 -5.2166 0.106 -0.096 -0.050
H -28.2590 8.1452 0.5720 -0.735 0.059 0.479
H -28.5613 3.8040 -4.3096 -0.033 -0.576 0.454
H -24.8697 1.4880 -3.5967 0.180 -0.078 -0.113
H -27.5463 0.3903 -2.4656 0.295 0.281 0.097
H -33.0125 10.8984 1.7114 -0.461 0.330 -1.530
H -29.4352 5.0239 0.1446 -0.086 -0.662 0.029
C -33.3606 -2.2468 2.0734 -0.733 -0.931 -0.419
H -21.6930 6.9016 4.7102 -0.336 -0.649 0.557
C -23.5041 6.2760 3.7715 -1.001 0.104 0.208
C -29.0065 8.9001 0.9002 0.026 0.278 -0.115
H -23.2302 4.7636 -4.2369 -0.051 -0.008 -0.377
H -22.2275 9.6562 3.8108 1.184 0.282 -0.166
H -30.8607 1.6297 2.0779 0.293 -0.445 0.136
H -25.8680 -0.5744 -3.8333 0.262 0.056 -0.452
H -23.3096 9.1091 4.9969 -0.121 -0.425 0.713
O -31.4250 -0.7441 -0.6635 -0.456 -0.180 0.060
H -27.0235 6.1428 -6.7091 0.582 0.232 0.307
H -32.6835 6.2398 1.3632 -0.016 0.292 0.528
H -34.3331 -2.2768 1.5213 0.423 0.199 0.699
H -30.3110 -3.6964 -2.8960 0.411 0.109 0.334
H -31.7789 1.6696 -0.2896 0.227 0.228 -0.147
H -26.0543 5.6332 1.3481 0.146 0.130 -0.259
H -27.2806 1.4228 -3.8393 0.260 1.708 -0.623
H -34.2760 -1.2998 3.6117 -0.020 0.228 0.627
H -27.2105 5.7059 -0.7484 -0.087 -0.491 0.152
C -32.1521 6.9412 2.0387 -0.690 0.224 -0.577
C -30.8634 7.2925 1.3139 -0.033 0.048 -0.189
C -29.8908 1.4860 -2.9232 -0.527 -0.938 0.047
C -26.2447 5.7343 -6.0321 -1.907 -1.061 -0.529
H -30.5778 -1.0632 -0.3243 0.156 0.017 0.061
H -31.3209 9.7470 4.9040 -0.658 -0.255 -0.052
H -23.4601 4.0845 4.0240 0.227 1.004 -0.627
C -23.2573 9.5948 4.0521 -0.042 -2.205 -1.211
N -29.6520 -0.9398 -3.1291 0.228 -1.362 -0.351
H -32.5148 -1.1309 3.7821 -0.373 0.074 -0.563
H -33.8085 1.0509 2.7483 0.482 0.121 0.250
H -29.4180 1.4643 -1.9425 -0.220 0.340 0.241
H -23.6314 4.5650 2.3202 -0.067 0.309 0.016
C -26.9035 -0.6771 -4.1606 -0.010 -0.293 0.574
N -25.9383 3.7756 -4.4323 -1.144 -0.199 -0.439
H -33.2848 -3.2012 2.5958 0.096 -0.163 -0.120
H -24.0355 2.8251 -2.8776 0.048 0.414 0.563
H -30.2382 10.5551 3.5892 0.218 -0.021 0.448
O -21.9004 7.4279 2.4955 -0.134 -0.002 -1.084
C -32.3282 -2.2026 0.9717 0.159 -0.027 -0.094
C -23.7986 9.4017 1.5321 0.720 1.089 1.046
C -29.2396 -3.4452 -2.7551 -1.008 -0.084 -0.247
H -29.5313 9.2600 0.0361 -0.108 0.278 -0.686
H -33.5109 1.3433 -0.1637 0.222 -0.008 -0.113
C -25.6486 7.6541 4.3174 -0.638 -0.395 0.991
O -31.0715 -1.0466 -3.4225 0.720 -0.310 0.751
H -24.7722 5.0939 -3.5330 -1.590 -0.436 0.293
H -28.6867 -4.3594 -3.1179 -0.235 1.123 0.577
H -29.0565 -3.2060 -1.7007 0.076 -0.330 -0.142
C -32.0390 9.0349 4.4358 1.115 0.526 -0.647
C -32.7942 -3.1919 -0.0616 -0.290 -0.176 -1.742
H -30.7412 -1.9131 2.3434 0.862 -0.002 0.312
C -30.9686 0.5424 1.9726 -1.059 -0.600 0.181
O -30.3590 10.7323 2.6532 0.651 0.166 -0.469
H -22.6862 5.6817 5.7097 0.459 -0.498 -0.266
C -24.6832 3.1943 -4.8791 1.188 0.841 -1.736
H -22.7674 9.4703 1.1780 -0.142 -0.424 -0.245
C -29.6405 0.4225 -5.2045 -0.715 0.721 0.968
H -26.8144 4.1555 1.8882 -0.239 0.210 -0.407
C -23.8872 8.6751 2.9102 0.280 1.781 -0.281
C -33.5353 0.1383 2.2265 1.351 -0.464 -0.104
C -30.9606 -2.5845 1.5392 -1.362 -2.183 -0.077
H -28.5918 7.1994 2.7397 0.419 -0.200 -0.308
C -27.4142 -1.9367 -3.4548 -1.496 0.840 0.054
H -31.6228 8.0527 4.6689 -0.094 -0.029 -0.402
C -29.3071 -2.6543 -5.0580 0.315 0.680 0.192
H -32.0041 -3.5776 -0.6981 0.457 -0.153 0.112
H -28.9667 -0.1945 -5.7455 0.075 -0.403 -0.972
H -24.1600 6.4812 0.6363 0.409 0.022 -0.207
H -23.1609 7.3120 5.6332 0.328 -0.317 -0.437
H -32.9864 9.0781 4.9722 -0.081 0.359 -0.245
H -24.4920 8.9459 0.8391 0.219 -0.192 -0.419
C -26.8936 4.4165 -5.4821 2.131 0.423 1.503
H -33.3153 -4.0461 0.3726 -0.009 0.081 0.013
H -25.3440 8.1587 5.2262 0.724 0.192 0.219
C -32.9815 8.2272 2.2334 0.621 -0.378 -1.036
H -27.7764 5.6548 1.7520 0.324 -0.199 -0.149
H -27.8071 3.9160 -7.3027 0.114 -0.328 -0.048
H -33.3321 8.5502 1.2349 0.143 -0.029 0.340
C -32.5847 1.4955 0.4079 -1.198 0.430 -0.803
C -33.3571 -1.1269 3.0593 -0.767 0.639 0.371
C -27.3681 4.7543 -0.1873 0.414 1.225 0.143
H -34.3356 -0.0738 1.5566 -1.051 -0.032 -0.448
H -29.8645 7.4668 3.8558 -0.052 0.127 -0.032
C -27.6710 0.4993 -3.5472 -1.228 -2.529 0.408
H -24.8837 3.1983 0.0217 1.063 0.280 0.666
N -32.4169 -0.8774 0.3611 0.624 0.207 -0.224
H -25.3529 3.7419 -7.8403 -0.054 -0.154 0.302
O -23.7424 6.2607 -0.2159 -0.201 0.746 0.285
H -33.4374 -2.6674 -0.8047 -0.004 -0.406 0.774
H -28.9360 5.0375 -5.4510 0.472 0.143 0.514
H -21.8383 7.2051 1.5343 -0.154 0.159 1.011
H -25.4262 1.4623 -5.7506 -0.315 -0.471 -0.281
H -25.6053 5.7582 3.3876 0.633 0.232 0.157
H -34.0329 10.4958 3.1262 -0.492 -0.311 -0.211
H -28.0347 5.4298 -3.9678 0.189 1.100 1.093
H -27.6764 2.5345 -6.1904 0.018 -0.031 0.024
H -30.2498 6.3749 1.2886 0.075 0.649 -0.104
H -32.6546 11.5131 3.2558 0.192 -0.516 -0.013
H -25.0923 5.6691 5.0528 0.049 0.483 -0.457
C -26.9740 5.0654 1.2792 -0.763 -0.535 -0.098
C -29.2015 0.3470 -3.7310 -0.327 1.241 -0.558
O -23.9630 3.2007 0.4326 -1.363 0.032 -0.755
H -32.7829 2.3728 1.0224 0.353 0.074 0.122
H -31.9969 6.4029 2.9793 0.188 0.186 -0.036
H -23.6360 10.5646 4.2035 -0.873 1.224 -0.452
H -23.5601 2.4002 0.0932 0.225 -0.146 0.007
C -28.9366 -2.2254 -3.6382 0.553 0.759 0.443
C -24.1465 2.2831 -3.7974 0.311 -0.544 0.211
H -30.9652 1.2470 -2.8217 0.495 0.095 0.108
H -26.7136 7.4741 4.6053 0.408 0.182 -0.982
C -30.0818 8.4623 1.9171 1.266 -0.542 -0.824
C -23.1700 4.8674 3.2611 0.619 -0.444 0.252
H -31.0738 7.6076 0.2800 -0.223 -0.386 0.154
H -28.6798 8.7423 3.5551 -0.107 -0.096 -0.124
C -32.3388 0.2818 1.2455 0.339 0.873 1.389
H -31.4306 -0.9612 -2.5170 -0.081 -0.142 -0.307
H -31.1518 -3.6365 1.9175 0.412 1.172 0.088
C -24.9843 6.2968 4.1352 -1.170 -1.070 0.547
H -30.1803 0.1062 1.3821 0.554 0.317 -0.348
C -28.7957 4.2949 -0.3744 -0.081 -0.299 0.270
C -32.1914 9.3730 2.8649 -1.485 -0.770 1.860
H -23.1438 1.8594 -4.0088 -0.630 0.140 -0.243
C -33.0407 10.6268 2.7243 0.489 0.676 1.665
H -28.8562 3.2352 0.0149 -0.399 1.196 -0.346
H -30.2190 -2.7902 0.7735 0.471 0.701 -0.014
H -23.7597 5.3071 -0.2400 0.042 -0.794 0.060
H -25.8135 9.4988 3.2092 0.021 -0.023 -0.107
H -28.7865 -2.0496 -5.7830 0.239 -0.144 -0.408
C -25.8272 2.9556 -7.2384 -0.774 -0.930 -0.206
H -24.0836 10.4745 1.6441 -0.118 -0.735 0.132
C -24.9311 2.3305 -6.1688 0.165 0.567 0.772
H -27.2733 -1.7771 -2.3755 0.109 -0.146 -0.172
C -22.6858 6.5154 5.0183 0.125 1.794 0.772
H -26.4391 3.6401 -1.6259 -0.310 0.770 0.867
H -30.3552 -2.4784 -5.2039 -0.628 -0.083 -0.106
H -22.0758 4.8054 3.1457 -0.316 -0.152 -0.074
O -25.6692 4.6786 -3.3487 0.882 0.325 -0.640
C -25.3583 8.5098 3.1010 -1.656 -0.371 0.956
C -23.5981 4.3083 -5.1746 1.171 -1.886 0.855
C -29.2772 7.9556 3.0726 -0.137 0.171 2.059
H -33.8534 8.0603 2.8321 -0.581 -0.196 0.386
H -26.9395 -0.7466 -5.2651 -0.010 0.116 0.526
H -29.5937 1.4459 -5.5830 0.172 0.008 0.049
H -25.8269 8.0241 2.2356 0.179 0.102 -0.079
H -23.8915 5.0504 -5.8560 -0.383 0.896 -0.584
H -28.4468 9.7350 1.3160 0.063 0.091 0.007
H -23.9641 1.9816 -6.5675 -0.295 0.260 0.160
H -29.0944 4.3544 -1.4344 0.218 -0.363 0.307
H -30.7055 0.1155 -5.2470 0.810 -0.066 -0.321
N -23.3023 7.3473 2.7659 0.392 -1.069 -0.642
O -26.4723 3.7785 -0.6483 0.975 -1.223 -0.902
H -26.1403 2.1501 -7.9293 0.544 0.320 -0.023
H -26.9215 -2.8353 -3.7244 0.799 -0.820 -0.403
H -29.8639 2.4944 -3.3520 0.463 -0.363 -0.117
```
Forces are in eV/Å.

Löwdin atomic charge list, values in e, 8 entries: 0.083 -0.090 0.066 -0.031 0.041 -0.134 0.102 0.084